Version i
The following is a quantum chemistry calculation of a single C5H6Br2 molecule, from OMol25.

Each line ends with the natural charge from an NBO analysis.
CARTESIAN COORDINATES (ANGSTROEM)
C -1.04770 0.71579 -0.72364  -0.400
C -1.27614 0.25984 0.65311  -0.393
C 1.45083 0.54571 0.23317  -0.254
C 0.55088 -1.38928 -0.10933  -0.292
C 0.11034 -0.00811 0.04399  -0.228
Br 2.36122 1.04036 -1.27627  0.099
Br 0.69271 -2.35185 1.40209  0.132
H -1.49640 0.30434 -1.57321  0.214
H -0.88985 1.73904 -1.04873  0.227
H -1.49753 1.07402 1.45762  0.225
H -1.84625 -0.69622 0.88980  0.232
H 1.89385 0.26466 1.12811  0.210
H 0.99403 -1.49830 -1.07673  0.228

## Properties
HOMO energy (spin up / spin down) (eV): -7.87 / -7.86
Charge: 0

Version ii
The following is a quantum chemistry calculation of a molecular structure, C5H6Br2, from OMol25.

Each line ends with the natural charge from an NBO analysis.
CARTESIAN COORDINATES (ANGSTROEM)
C 1.60181 0.11133 0.83557  -0.126
C 1.33059 0.05231 -0.49687  -0.249
C 0.19392 0.18982 1.18466  -0.482
C -0.12806 0.24193 -0.26698  0.000
C -1.32264 -0.66902 -0.98969  -0.440
Br -0.54791 2.15074 -0.92441  -0.054
Br -2.92077 -0.39923 0.04316  0.008
H 2.50319 0.18379 1.37770  0.214
H 1.93982 -0.13014 -1.37877  0.221
H -0.00069 -0.74287 1.71300  0.232
H 0.04925 1.10585 1.91731  0.229
H -1.28196 -1.67407 -0.95124  0.211
H -1.41654 -0.42045 -2.06342  0.235

## Properties
HOMO energy (eV): -9.40
Charge: 0

Most stable of them? version ii.

Version i
The following is a quantum chemistry calculation of a molecular structure, C25H42BCsF2N2O8P2, from OMol25.

Each line ends with the Mulliken charge.
CARTESIAN COORDINATES (ANGSTROEM)
Cs 0.45644 -0.10428 0.10888  1.062
C -3.37934 -4.07998 1.01131  -1.339
C -3.13177 -2.73432 1.71487  0.725
O -4.14571 -2.02939 1.93959  -0.827
C -1.78817 -2.47278 2.03324  -0.436
C -1.29801 -1.30326 2.69619  -0.272
C -2.25053 -0.17127 3.00254  -0.126
N -0.06593 -1.03987 3.02602  -0.329
N 0.84551 -2.07690 2.85938  -0.214
C 2.03879 -1.67553 2.51405  -0.281
O 2.45361 -0.51706 2.15812  -0.665
C 3.07168 -2.78965 2.53474  0.287
C 2.75558 -4.09281 2.92324  -0.290
C 3.72278 -5.08618 2.93031  -0.595
C 5.03097 -4.79904 2.55088  -0.303
C 5.35396 -3.50646 2.16255  -0.568
C 4.38136 -2.51354 2.15372  -0.290
H -4.40916 -4.10459 0.65450  0.376
H -3.23012 -4.90397 1.71502  0.259
H -2.69367 -4.23051 0.17513  0.285
H -1.05899 -3.23279 1.78271  0.300
H -3.07454 -0.51253 3.63170  0.351
H -2.71020 0.20529 2.08839  -0.080
H -1.68475 0.61884 3.50410  0.194
H 1.73297 -4.29898 3.20970  0.415
H 3.45503 -6.09453 3.22832  0.344
H 5.78619 -5.57773 2.55130  0.339
H 6.36744 -3.27126 1.85443  0.352
H 4.60371 -1.49994 1.84507  0.423
C 1.00489 4.48861 2.92030  -1.405
C 1.17698 3.08553 2.37095  0.669
C 2.44719 2.90911 1.57416  -0.330
O 0.06701 2.67040 1.53205  -0.047
P -1.21251 3.25860 0.85813  0.239
O -2.07061 2.21087 0.29761  -0.874
C -0.69158 4.47648 -0.38483  -0.090
P 0.01433 3.69503 -1.85197  0.912
O 1.14666 2.82605 -1.52120  -0.545
O 0.37167 4.88333 -2.87984  -0.601
C 1.69880 5.43232 -3.03648  0.528
C 2.29080 5.89492 -1.71956  -1.254
C 2.60555 4.45313 -3.76461  -1.276
O -1.27033 3.06476 -2.48745  -0.283
C -1.40558 2.29086 -3.72367  0.799
C -0.15720 2.25776 -4.58465  -1.305
C -2.59626 2.89552 -4.44025  -1.532
O -1.86816 4.19324 1.97170  -0.464
C -3.26999 4.19682 2.34213  0.542
C -3.71099 2.88074 2.95814  -1.229
C -4.11897 4.60447 1.15331  -1.457
H 1.84392 4.69946 3.58524  0.487
H 0.07736 4.59301 3.47868  0.288
H 1.01810 5.23417 2.12068  0.214
H 1.16138 2.35831 3.18452  0.263
H 2.43092 3.52502 0.67264  -0.387
H 2.56548 1.86590 1.29063  0.077
H 3.31235 3.18174 2.18210  0.494
H 0.06107 5.13579 0.05313  -0.094
H -1.56037 5.07384 -0.66647  0.405
H 1.52427 6.30720 -3.66958  0.348
H 2.48581 5.03799 -1.07154  0.064
H 1.62236 6.59367 -1.21189  0.268
H 3.23802 6.40164 -1.90317  0.537
H 2.74116 3.54107 -3.18643  0.224
H 3.57652 4.93125 -3.92490  0.494
H 2.19436 4.18254 -4.73557  0.286
H -1.63479 1.28112 -3.38406  0.285
H 0.04320 3.25296 -4.99051  0.215
H -0.32751 1.55521 -5.39808  0.503
H 0.69429 1.86827 -4.01832  0.227
H -2.36309 3.91548 -4.75321  0.314
H -3.47126 2.91432 -3.79089  0.324
H -2.82995 2.30212 -5.32675  0.422
H -3.30938 4.97156 3.11241  0.310
H -3.73430 2.07978 2.22497  0.161
H -4.70377 3.01232 3.39529  0.522
H -3.02960 2.57905 3.75370  0.313
H -4.09620 3.81551 0.39741  0.293
H -3.75931 5.53723 0.71442  0.325
H -5.15552 4.74133 1.46593  0.500
F 2.44231 -0.72668 -4.48403  -0.265
B 1.28073 -0.95831 -3.76158  -0.235
F 0.27487 -1.05852 -4.72885  -0.277

## Properties
HOMO energy (eV): -0.42
Charge: -2

Version ii
The following is a quantum chemistry calculation of a molecular structure, C25H42BCsF2N2O8P2, from OMol25.

Each line ends with the Mulliken charge.
CARTESIAN COORDINATES (ANGSTROEM)
Cs -2.91105 -0.12581 -0.48735  1.161
C -6.59211 -2.84178 0.24330  -1.292
C -5.22042 -2.63233 0.89113  0.470
O -4.30292 -2.20874 0.13110  -0.794
C -5.08947 -2.90296 2.24475  -0.888
C -3.91713 -2.60606 3.04747  0.984
C -4.04100 -2.93148 4.52206  -1.231
N -2.86266 -2.04015 2.56940  0.124
N -1.87267 -1.79262 3.55717  -0.497
C -1.30071 -0.62346 3.34387  -0.122
O -1.54427 0.26169 2.48504  -0.788
C -0.16532 -0.34013 4.33131  0.279
C 0.69103 0.72481 4.07220  -0.309
C 1.76085 0.99071 4.92113  -0.613
C 1.97265 0.21103 6.05028  -0.297
C 1.10577 -0.84301 6.32704  -0.606
C 0.04812 -1.11670 5.47137  -0.252
H -6.60120 -2.31446 -0.70963  0.344
H -6.77473 -3.90385 0.04749  0.251
H -7.40737 -2.47725 0.87329  0.313
H -5.96685 -3.26072 2.77470  0.087
H -4.93496 -3.53304 4.69705  0.374
H -3.15529 -3.45506 4.88435  0.263
H -4.10470 -2.01344 5.11309  0.212
H 0.48966 1.30751 3.18525  0.456
H 2.43100 1.81286 4.69177  0.371
H 2.80412 0.42172 6.71564  0.352
H 1.25517 -1.45450 7.21140  0.367
H -0.63173 -1.94065 5.64866  0.424
C -0.26126 -0.12994 -5.10292  -1.171
C 0.01163 1.29668 -4.67453  1.439
C -0.46332 2.30843 -5.69546  -1.418
O -0.72942 1.56055 -3.46580  -0.138
P -0.13106 1.62141 -2.01089  0.080
O -1.18228 1.88919 -1.02492  -0.940
C 0.79681 0.11132 -1.76288  -0.468
P 1.76509 0.13131 -0.22997  0.884
O 1.18832 0.95872 0.82283  -0.550
O 3.20315 0.65980 -0.68874  -0.322
C 3.98206 -0.08547 -1.64370  0.782
C 5.23037 -0.58083 -0.94689  -1.563
C 4.26427 0.83543 -2.81288  -1.237
O 1.98303 -1.39479 0.08866  -0.482
C 1.42865 -1.93864 1.36388  1.750
C 0.04539 -2.46163 1.07011  -1.503
C 2.40347 -2.98134 1.84348  -1.736
O 1.06721 2.66830 -2.05830  0.094
C 0.85081 4.03045 -1.60883  0.560
C 1.65975 4.91985 -2.52666  -1.470
C 1.25690 4.10353 -0.15467  -1.143
H 0.22245 -0.32593 -6.06380  0.382
H -1.33632 -0.27429 -5.20283  0.214
H 0.12144 -0.84794 -4.37756  0.223
H 1.07961 1.45150 -4.46864  -0.320
H -1.53372 2.18312 -5.85638  0.244
H 0.06358 2.16122 -6.64159  0.393
H -0.27643 3.32395 -5.34514  0.308
H 1.46763 -0.05639 -2.60884  0.260
H 0.10133 -0.73316 -1.70826  0.623
H 3.40687 -0.95396 -1.98094  0.334
H 5.78736 0.26265 -0.53593  0.326
H 5.87370 -1.11569 -1.64879  0.397
H 4.96495 -1.25219 -0.13145  0.273
H 4.87984 1.67479 -2.48394  0.316
H 3.33966 1.24456 -3.21992  0.136
H 4.79602 0.30451 -3.60536  0.383
H 1.37746 -1.10762 2.06629  -0.484
H 0.08434 -3.15158 0.22061  0.390
H -0.65837 -1.65340 0.86926  -0.001
H -0.37835 -2.97501 1.93301  0.511
H 2.47047 -3.81310 1.13773  0.323
H 2.04871 -3.36405 2.80087  0.422
H 3.39875 -2.55821 1.98636  0.419
H -0.21451 4.25558 -1.70736  0.396
H 2.71728 4.65365 -2.46781  0.263
H 1.55234 5.96617 -2.23523  0.424
H 1.33075 4.81151 -3.56052  0.271
H 2.30792 3.82558 -0.04869  0.193
H 0.66426 3.41161 0.44209  0.104
H 1.12162 5.11739 0.23057  0.537
F -3.36451 0.72724 -5.19915  -0.233
B -4.04993 0.92498 -3.99270  -0.305
F -4.89757 1.98806 -4.23120  -0.312

## Properties
HOMO energy (eV): -0.37
Charge: -2

Most stable of them? version i.

Version i
The following is a quantum chemistry calculation of 9 unconnected molecules or ions with the total composition C5H28N2O8, from OMol25.

Each line ends with the natural charge from an NBO analysis.
CARTESIAN COORDINATES (ANGSTROEM)
N 1.96844 -0.42070 2.70281  -0.871
C 2.76346 -0.36820 1.53537  0.022
C 2.20891 -0.25708 0.33677  -0.306
C 3.04463 -0.19205 -0.92618  -0.428
C 2.41466 -0.70943 -2.20918  -0.402
C 1.03962 -0.06839 -2.54576  -0.220
N 1.07355 1.35864 -2.76787  -0.898
H 1.14131 0.14578 2.60515  0.410
H 2.42766 -0.49293 3.59136  0.384
H 3.81002 -0.48499 1.77171  0.189
H 1.14393 -0.07792 0.20631  0.171
H 3.94905 -0.76992 -0.74958  0.208
H 3.40943 0.83597 -1.03566  0.200
H 3.05501 -0.50415 -3.05823  0.197
H 2.20551 -1.76917 -2.08085  0.204
H 0.28217 -0.37233 -1.83214  0.188
H 0.73449 -0.60653 -3.45109  0.185
H 0.96231 1.90204 -1.93018  0.390
H 1.68789 1.66429 -3.49684  0.376
O -2.50445 -2.12569 0.55090  -1.002
H -3.02000 -2.79600 0.09349  0.482
H -2.18114 -1.52662 -0.16432  0.503
O -1.89881 1.84417 -2.86214  -0.979
H -1.08735 1.57416 -3.33441  0.496
H -1.48710 2.33623 -2.13589  0.476
O 0.48576 -3.11386 1.28956  -0.966
H 1.10485 -2.56112 1.78632  0.488
H -0.10216 -2.57862 0.75122  0.474
O -0.70900 2.44427 -0.13180  -0.960
H -0.68830 1.56827 0.26362  0.480
H -1.61087 2.76902 -0.04244  0.490
O -2.23879 -0.96594 3.07919  -0.971
H -2.76242 -1.38056 2.37578  0.494
H -1.37061 -1.37536 2.96052  0.487
O -2.38991 -0.74255 -1.85451  -0.965
H -2.35569 0.20584 -1.63979  0.505
H -3.32300 -0.95786 -1.95933  0.477
O -2.79112 1.38524 1.61589  -1.008
H -2.58988 0.44474 1.77053  0.505
H -3.69636 1.60455 1.84592  0.486
O -0.33786 1.59909 3.02834  -0.970
H -0.98368 1.46063 3.72517  0.485
H -0.78418 2.07501 2.32225  0.491

## Properties
HOMO energy (eV): -7.93
Charge: 0

Version ii
The following is a quantum chemistry calculation of 8 unconnected molecules or ions with the total composition C5H28N2O8, from OMol25.

Each line ends with the natural charge from an NBO analysis.
CARTESIAN COORDINATES (ANGSTROEM)
C -1.86584 1.15881 2.51682  -0.640
C -1.46201 0.04174 1.54591  -0.068
C -2.58016 -1.03497 1.45097  -0.068
O -2.62082 -1.84012 2.60748  -0.721
N -0.19350 -0.61505 2.00472  -0.657
C 0.98540 0.19871 1.83494  -0.232
C 1.26321 0.93541 0.48652  -0.264
N 2.21275 0.09885 -0.28677  -0.874
H -2.49992 1.82900 1.90441  0.238
H -2.37468 0.86602 3.43115  0.199
H -0.96561 1.73037 2.72176  0.215
H -1.32376 0.43815 0.47613  0.185
H -2.52474 -1.69520 0.56599  0.175
H -3.54246 -0.50749 1.32801  0.168
H -2.58201 -1.27188 3.37875  0.468
H -0.17548 -1.58164 1.71060  0.349
H 0.97506 0.97522 2.62239  0.176
H 1.86808 -0.33155 2.21653  0.203
H 1.76792 1.89410 0.81047  0.219
H 0.37235 0.99032 -0.11001  0.187
H 3.07915 0.55710 -0.52273  0.356
H 1.80669 -0.03362 -1.21236  0.371
O -0.55165 2.56795 -2.82872  -1.001
H 0.26361 3.01600 -2.59561  0.475
H -0.41293 1.77002 -3.36169  0.515
O 2.13658 3.80343 -0.48868  -0.949
H 2.72320 3.94494 -1.23418  0.477
H 1.27394 4.19661 -0.66389  0.477
O 0.53291 0.32266 -3.91367  -0.992
H 0.02395 0.04181 -4.67909  0.468
H 0.52053 -0.47019 -3.32394  0.513
O 2.21722 -3.54022 1.23202  -0.963
H 3.09289 -3.24738 1.58919  0.498
H 1.51774 -2.94751 1.51701  0.486
O -2.47756 2.54620 -0.79113  -0.974
H -1.60459 2.48283 -1.22192  0.493
H -3.06701 2.49104 -1.55446  0.467
O 1.36615 -3.51961 -1.18081  -0.936
H 0.69514 -3.90158 -0.60405  0.481
H 2.10007 -3.31374 -0.56182  0.516
O 0.25044 -1.40326 -1.97601  -1.015
H 0.77511 -2.23504 -1.69323  0.504
H -0.17516 -1.08826 -1.17437  0.472

## Properties
HOMO energy (eV): -8.43
Charge: 0

Most stable of them? version i.